Entry from the OMol25 dataset: a structure of composition C39H33AsCl3F10N6O9SSi2TeTi in a non-equilibrium geometry (wB97M-V/def2-TZVPD).

Structure (XYZ):
```
106
C39H33AsCl3F10N6O9SSi2TeTi | the OMol25 dataset | wB97M-V/def2-TZVPD
Ti 0.367 0.150 -0.235
C -0.575 -7.408 -4.853
C -0.450 -5.980 -4.397
C 0.576 -5.611 -3.526
C 0.699 -4.306 -3.088
C -0.242 -3.363 -3.489
C -1.250 -3.698 -4.373
C -1.346 -5.007 -4.826
S 0.009 -1.697 -2.938
O 1.391 -1.463 -3.220
O -0.953 -0.847 -3.628
N -0.392 -1.555 -1.367
C -0.287 -2.387 -0.284
C -0.578 -3.752 -0.209
C -0.472 -4.368 1.018
C -0.135 -3.630 2.152
C 0.094 -2.282 2.006
N 0.031 -1.684 0.820
H 0.409 -7.865 -4.956
H -1.097 -7.475 -5.807
H -1.134 -7.992 -4.118
H 1.300 -6.348 -3.199
H 1.515 -4.005 -2.442
H -1.935 -2.928 -4.703
H -2.127 -5.268 -5.531
H -0.860 -4.296 -1.096
H -0.653 -5.432 1.100
H -0.064 -4.095 3.123
H 0.351 -1.650 2.845
O -3.854 3.849 2.172
C -3.083 3.101 1.645
C -3.318 1.649 1.251
O -4.363 1.048 1.365
C -2.045 1.210 0.685
C -1.114 2.259 0.611
O -0.005 1.975 -0.014
C -1.641 3.484 1.212
O -1.175 4.579 1.389
O -1.698 0.065 0.181
F 0.647 0.622 -2.128
As 1.868 1.770 -2.755
F 3.143 0.750 -3.188
F 2.389 2.033 -1.148
F 2.772 3.154 -3.307
F 0.506 2.909 -2.538
F 1.181 1.559 -4.344
F 4.141 -2.941 3.266
C 4.025 -0.805 2.069
C 4.964 -2.701 2.157
F 5.540 -3.956 2.072
C 6.326 -2.044 0.632
C 6.086 -0.355 1.999
C 5.524 0.510 3.018
F 6.188 1.431 3.689
C 4.057 0.268 2.973
C 2.890 1.043 3.345
C 1.737 0.863 2.601
N 0.781 0.681 1.949
C 2.956 2.075 4.306
N 2.997 2.888 5.127
F 7.412 -0.003 1.740
C 7.223 -2.694 -0.112
C 6.755 -3.806 -0.903
N 6.392 -4.695 -1.540
C 8.634 -2.440 -0.145
N 9.777 -2.295 -0.172
C -3.777 -2.284 -2.254
Si -4.410 -0.812 -3.223
C -6.299 -0.950 -3.316
C -3.869 -0.686 -5.020
C -4.068 0.749 -2.205
Te -2.021 1.371 -2.209
C -2.308 2.395 -4.058
Si -2.814 4.155 -3.531
C -3.071 5.081 -5.164
C -4.476 4.244 -2.639
C -1.554 5.099 -2.526
H -3.884 -3.229 -2.788
H -4.318 -2.362 -1.309
H -2.722 -2.140 -2.017
H -6.597 -1.888 -3.791
H -6.729 -0.132 -3.899
H -6.756 -0.924 -2.325
H -4.088 -1.608 -5.563
H -2.798 -0.491 -5.085
H -4.401 0.122 -5.528
H -4.312 0.532 -1.162
H -4.678 1.586 -2.541
H -3.046 1.917 -4.696
H -1.339 2.445 -4.558
H -3.820 4.602 -5.799
H -2.141 5.145 -5.733
H -3.407 6.102 -4.967
H -5.291 3.778 -3.198
H -4.740 5.293 -2.493
H -4.429 3.779 -1.651
H -0.585 5.125 -3.026
H -1.394 4.640 -1.549
H -1.880 6.128 -2.363
Cl 2.758 -3.130 -0.252
C 4.502 -1.106 0.148
Cl 5.187 -1.414 1.391
Cl 5.081 -0.282 -1.220
C 2.955 -1.337 0.096
O 2.716 -1.070 1.673
O 2.136 -0.596 -0.605
```

expectation value of S²: 0.7978
HOMO level (spin up / spin down): -2.193 / -2.193 eV
energy relative to the best compared isomer or geometry (same formula, charge and spin): 2689.4 kJ/mol
total charge: -2
multiplicity: 2
orbital gap (spin up / spin down): 4.807 / 3.317 eV

Here are the Löwdin charges for atoms 1 to 4, given in e: 1.19 -0.06 -0.27 -0.03